(1)
Density functional theory data (wB97M-V/def2-TZVPD) for a 2-piece molecular cluster, C4H6N2O overall in a non-equilibrium geometry.

The geometry in XYZ format:
```
13
Properties=species:S:1:pos:R:3
C -2.34 -0.25 0.20
C -1.01 0.51 1.65
C -1.15 -0.13 -0.44
C 2.38 -0.66 -0.81
N -2.21 0.17 1.51
N -0.27 0.39 0.48
O 2.89 0.32 -1.53
H -3.35 -0.61 -0.31
H -0.60 1.00 2.49
H -0.67 -0.60 -1.27
H 3.17 -0.92 -0.11
H 0.81 0.12 0.33
H 2.35 0.66 -2.18
```

* maximum force: 0.06973 Eh/bohr
* 2S+1: 3
* total energy: -9267.371 eV
* orbital gap (alpha / beta): 8.84 / 7.00 eV

(2)
Density functional theory data (wB97M-V/def2-TZVPD) for a 2-piece molecular cluster, C4H6N2O overall in a non-equilibrium geometry.

The geometry in XYZ format:
```
13
Properties=species:S:1:pos:R:3
C 2.35 -0.51 0.06
C -2.08 -0.05 0.01
C 3.16 0.59 -0.07
C -3.40 -0.50 -0.05
N -0.94 0.28 0.21
N 0.16 0.69 0.27
O 1.68 -1.40 0.00
H 3.55 0.74 -1.09
H 4.20 0.67 0.42
H 2.73 1.52 0.34
H -3.69 -0.46 -1.19
H -4.08 0.04 0.63
H -3.64 -1.59 0.46
```

* maximum force: 0.09129 Eh/bohr
* total energy: -9247.895 eV
* total charge: +2
* orbital gap (alpha / beta): 7.59 / 7.50 eV

(3)
Density functional theory data (wB97M-V/def2-TZVPD) for the molecule C4H6N2O2 in a non-equilibrium geometry.

The geometry in XYZ format:
```
14
Properties=species:S:1:pos:R:3
C -1.66 0.53 -0.26
C 1.04 0.76 -0.13
C 2.14 0.04 0.40
C 2.35 -1.14 -0.23
H -4.22 -0.49 0.59
H -1.67 1.75 0.01
H -0.42 -0.78 0.46
H 2.95 0.44 1.31
H 3.32 -1.76 -0.20
H 1.38 -1.26 -1.13
N -2.51 -0.39 -0.45
N -0.20 0.06 -0.28
O -3.73 0.24 0.22
O 1.23 2.00 -0.31
```

* maximum force: 0.11919 Eh/bohr
* SMILES: C=CC(=O)N/C=N/O
* total energy: -11314.331 eV
* orbital gap: 10.28 eV

(4)
Density functional theory data (wB97M-V/def2-TZVPD) for C4H6N2O2 as an isolated structure in a non-equilibrium geometry.

The geometry in XYZ format:
```
14
Properties=species:S:1:pos:R:3
C 2.93 -0.23 0.40
C -0.43 -0.17 -0.61
C -1.06 1.14 0.01
C -1.61 -0.89 -0.19
H 3.14 -0.08 1.93
H 3.86 -0.29 -0.59
H -0.04 -0.22 -1.70
H -0.78 1.55 1.00
H -1.44 2.08 -0.50
H -3.11 0.08 0.68
N 1.88 -0.61 -0.71
N -2.35 0.27 0.00
O 0.67 -0.57 0.09
O -1.65 -2.06 0.19
```

* maximum force: 0.19635 Eh/bohr
* total energy: -11311.129 eV
* orbital gap: 8.98 eV

(5)
Density functional theory data (wB97M-V/def2-TZVPD) for the molecule C4H6N2O2 in a non-equilibrium geometry.

The geometry in XYZ format:
```
14
Properties=species:S:1:pos:R:3
C 0.15 1.30 -0.36
C -0.95 0.90 0.39
C 0.03 -1.68 -0.37
C 0.95 -1.22 0.59
H -0.09 1.35 -1.35
H 0.30 2.35 -0.01
H -1.80 1.53 0.07
H -0.89 1.30 1.52
H 0.56 -2.35 -1.22
H 1.45 -2.03 1.30
N -1.22 -1.29 -0.69
N 1.77 -0.26 0.44
O -1.58 -0.40 0.37
O 1.33 0.52 -0.70
```

* maximum force: 0.13507 Eh/bohr
* SMILES: C1=N\OCCO\N=C/1
* total energy: -11313.277 eV
* orbital gap: 10.03 eV

(6)
Density functional theory data (wB97M-V/def2-TZVPD) for C4H6N2O2 as an isolated structure in a non-equilibrium geometry.

The geometry in XYZ format:
```
14
Properties=species:S:1:pos:R:3
C 1.34 0.85 1.88
C 1.12 0.01 0.84
C -0.72 1.23 1.26
C -1.00 -0.50 -1.13
N 0.18 1.51 2.13
N -0.17 0.28 0.40
O -0.03 -1.25 -1.71
O -1.38 0.53 -1.88
H 1.97 0.92 2.72
H 1.92 -0.41 0.22
H -1.69 1.58 1.42
H -1.65 -1.03 -0.50
H 0.56 -1.71 -1.08
H -0.54 0.76 -2.27
```

* maximum force: 0.08503 Eh/bohr
* total energy: -11318.117 eV
* orbital gap: 8.93 eV

(7)
Density functional theory data (wB97M-V/def2-TZVPD) for a 2-piece molecular cluster, C4H6N2O2 overall in a non-equilibrium geometry.

The geometry in XYZ format:
```
14
Properties=species:S:1:pos:R:3
C -2.73 0.62 -1.54
C -1.60 0.90 -0.95
C 1.24 -1.64 0.00
C -0.64 1.40 -0.20
N 1.15 -0.65 0.75
N 2.03 -0.36 1.83
O 2.80 0.55 1.63
O 1.82 -0.99 2.84
H -3.22 1.24 -2.32
H 2.26 -2.32 -0.06
H -3.20 -0.32 -1.32
H 0.55 -1.82 -0.88
H -0.80 2.00 0.63
H 0.34 1.38 -0.41
```

* maximum force: 0.08358 Eh/bohr
* SMILES: C=N[N+](=O)[O-].C=C=C
* total energy: -11313.344 eV
* orbital gap: 9.82 eV

(8)
Density functional theory data (wB97M-V/def2-TZVPD) for the molecule C4H6N2O2 in a non-equilibrium geometry.

The geometry in XYZ format:
```
14
Properties=species:S:1:pos:R:3
C -0.15 0.89 0.88
C 1.04 0.02 0.63
C 1.42 -0.18 -0.77
C -0.49 -1.66 -0.29
H -2.43 1.82 -0.59
H -0.31 1.13 1.87
H 1.83 0.03 1.32
H 0.78 0.37 -1.45
H 2.46 -0.36 -1.04
H -0.71 -1.66 -1.39
N -0.99 0.98 -0.03
N 0.78 -1.27 0.01
O -2.00 1.90 0.28
O -1.24 -2.00 0.56
```

* maximum force: 0.05592 Eh/bohr
* SMILES: O=CN1C[C@H]1/C=N/O
* total energy: -11316.874 eV
* orbital gap: 10.55 eV

(9)
Density functional theory data (wB97M-V/def2-TZVPD) for the molecule C4H6N2O2 in a non-equilibrium geometry.

The geometry in XYZ format:
```
14
Properties=species:S:1:pos:R:3
C -2.34 -0.31 -0.14
C 1.94 -1.06 0.06
C 2.04 0.19 0.06
C 0.76 0.85 -0.23
H -2.52 -1.41 -0.51
H -2.43 0.45 -0.91
H -3.25 -0.38 0.46
H 2.55 -1.89 0.28
H 2.82 0.84 0.36
H 0.88 2.70 0.39
N -0.16 -0.32 -0.32
N 0.17 1.96 -0.05
O -1.09 -0.23 0.69
O 0.63 -1.39 -0.14
```

* maximum force: 0.13664 Eh/bohr
* SMILES: [H]/N=c1\ccon1OC
* total energy: -11314.619 eV
* orbital gap: 9.63 eV

(10)
Density functional theory data (wB97M-V/def2-TZVPD) for the molecule C4H6N2O2 in a non-equilibrium geometry.

The geometry in XYZ format:
```
14
Properties=species:S:1:pos:R:3
C -1.90 -0.62 0.03
C -0.26 0.95 -0.48
C 1.01 0.95 0.46
C 1.58 -0.45 0.08
H -1.81 -1.74 0.60
H -0.99 1.75 -0.04
H -0.05 1.47 -1.41
H 1.57 1.85 0.18
H 0.86 0.74 1.49
H 0.53 -2.22 -0.25
N -0.60 -0.44 -0.40
N 0.40 -1.25 0.06
O -3.11 -0.27 -0.02
O 2.78 -0.71 -0.30
```

* maximum force: 0.15311 Eh/bohr
* SMILES: O=CN1CCC(=O)N1
* total energy: -11317.051 eV
* orbital gap: 10.32 eV

- Among the records above, which one has the highest maximum force?
  number 4

- maximum force of number 10 (C4H6N2O2)?
  0.15311 Eh/bohr

- What is the maximum force in the seventh record?
  0.08358 Eh/bohr